# 1
117
Properties=species:S:1:pos:R:3 method="wB97M-V/def2-TZVPD" homo_energy_ev=-3.0 total_charge=-2 homo_lumo_gap_ha=0.2436
Rb -0.658 0.904 -1.099
N 1.167 3.215 -2.502
C 2.483 3.606 -2.976
C 3.295 2.406 -3.470
N 3.274 1.300 -2.534
C 3.885 1.534 -1.241
C 3.575 0.378 -0.293
N 2.189 0.413 0.147
H 0.756 3.964 -1.951
H 0.556 3.023 -3.287
H 2.453 4.332 -3.803
H 3.012 4.088 -2.151
H 2.848 2.046 -4.402
H 4.317 2.759 -3.702
H 3.670 0.471 -2.959
H 4.980 1.674 -1.311
H 3.463 2.444 -0.809
H 3.749 -0.563 -0.825
H 4.291 0.416 0.542
H 1.850 -0.515 0.402
H 2.095 1.014 0.956
C -0.251 2.387 4.161
C 0.872 1.923 4.847
C 1.358 0.668 4.573
C 0.694 -0.145 3.623
N -0.317 0.352 2.888
C -0.773 1.573 3.174
N 0.975 -1.468 3.626
C 0.887 -2.371 2.702
N 0.952 -2.289 1.353
C 0.878 -3.565 0.863
N 0.957 -4.068 -0.323
C 1.180 -3.374 -1.499
C 1.393 -4.176 -2.634
C 1.699 -3.585 -3.839
C 1.772 -2.202 -3.903
C 1.502 -1.482 -2.752
N 1.219 -2.041 -1.574
C 0.728 -4.543 1.988
C 0.619 -5.918 2.025
C 0.512 -6.524 3.275
C 0.517 -5.763 4.443
C 0.638 -4.377 4.389
C 0.747 -3.793 3.144
H -0.698 3.345 4.385
H 1.345 2.540 5.603
H 2.208 0.260 5.103
H -1.603 1.922 2.565
H 1.325 -5.250 -2.523
H 1.862 -4.187 -4.726
H 2.001 -1.688 -4.828
H 1.537 -0.399 -2.749
H 0.614 -6.495 1.109
H 0.425 -7.603 3.341
H 0.428 -6.260 5.403
H 0.649 -3.766 5.284
O -3.062 2.508 -1.454
S -2.294 3.670 -0.945
N -1.858 3.573 0.473
Cl -1.484 -2.268 -4.359
C -0.908 -0.963 -5.387
C -0.958 0.337 -4.903
C -0.510 1.274 -5.817
Cl -0.683 2.988 -5.413
C 0.038 0.984 -7.066
Cl 0.683 2.224 -8.107
C 0.075 -0.341 -7.487
Cl 0.730 -0.755 -9.038
C -0.437 -1.327 -6.647
Cl -0.450 -2.980 -7.196
C -0.164 5.167 2.168
S 0.258 4.153 0.728
O 0.272 5.100 -0.435
C 2.084 4.242 1.159
C 2.607 3.309 2.046
C 3.972 3.256 2.293
C 4.827 4.136 1.640
C 4.309 5.064 0.747
C 2.941 5.114 0.506
H 0.236 6.157 1.953
H 0.304 4.746 3.056
H -1.247 5.189 2.257
H 1.942 2.617 2.550
H 4.367 2.520 2.984
H 5.895 4.091 1.820
H 4.975 5.747 0.231
H 2.519 5.813 -0.206
C -2.997 -1.787 4.302
C -3.970 -1.077 3.367
C -4.397 0.263 3.982
C -5.204 -1.952 3.140
N -3.289 -0.915 2.081
N -4.043 -0.123 1.165
H -3.502 -2.086 5.224
H -2.159 -1.139 4.562
H -2.591 -2.677 3.817
H -4.890 0.110 4.945
H -5.092 0.774 3.313
H -3.524 0.902 4.135
H -5.792 -2.041 4.058
H -4.896 -2.947 2.815
H -5.822 -1.509 2.359
H -2.347 -0.557 2.219
H -3.784 -0.406 0.224
H -3.813 0.868 1.228
C -2.650 -3.200 -0.764
C -3.324 -2.239 -1.682
N -3.155 -0.941 -1.687
C -3.933 -0.440 -2.704
C -4.599 -1.456 -3.313
N -4.211 -2.601 -2.646
H -2.237 -2.650 0.080
H -1.828 -3.712 -1.272
H -3.351 -3.947 -0.387
H -3.955 0.617 -2.911
H -5.273 -1.480 -4.151
H -4.456 -3.541 -2.899

# 2
56
Properties=species:S:1:pos:R:3 method="wB97M-V/def2-TZVPD" s2=0.7593 homo_energy_ev="-7.3 / -7.2" multiplicity=2 homo_lumo_gap_ha="0.2852 / 0.2496"
Ag 0.738 -0.590 -0.916
C 2.597 -2.631 -0.681
O 1.453 -2.595 -0.127
O 2.824 -1.677 -1.538
O 3.474 -3.516 -0.607
C -2.588 -2.293 -3.528
C -1.864 -1.627 -2.354
C -2.069 -2.415 -1.062
O -1.510 -1.684 0.036
C -1.707 -2.379 1.248
N -0.412 -1.539 -2.554
H -2.402 -3.370 -3.565
H -2.319 -1.852 -4.486
H -3.670 -2.238 -3.371
H -2.328 -0.666 -2.113
H -1.464 -3.332 -1.082
H -3.122 -2.679 -0.923
H -2.577 -3.035 1.254
H -1.769 -1.687 2.090
H -0.813 -2.978 1.451
H 0.093 -2.415 -2.699
H -0.369 -1.182 -3.516
C 1.441 3.715 -2.410
C 1.033 2.460 -1.627
C -0.490 2.440 -1.411
O -0.781 1.283 -0.642
C -1.948 1.422 0.169
N 1.587 1.227 -2.217
H 1.032 4.631 -1.971
H 0.919 3.730 -3.375
H 2.520 3.750 -2.524
H 1.540 2.523 -0.664
H -1.025 2.388 -2.366
H -0.745 3.349 -0.861
H -1.897 2.373 0.709
H -2.041 0.575 0.835
H -2.821 1.445 -0.498
H 1.444 1.176 -3.224
H 2.597 1.309 -2.130
C 2.638 -0.952 2.602
C 1.328 -0.217 2.344
C 0.928 0.555 3.595
O -0.390 1.016 3.443
C -0.843 1.831 4.521
N 1.421 0.672 1.161
H 2.638 -1.460 3.568
H 3.353 -0.125 2.738
H 3.022 -1.629 1.846
H 0.517 -0.923 2.138
H 1.579 1.424 3.792
H 1.050 -0.084 4.482
H -0.615 1.323 5.466
H -1.924 1.903 4.467
H -0.269 2.757 4.461
H 2.320 1.148 1.237
H 0.688 1.344 1.390

# 3
9
Properties=species:S:1:pos:R:3 method="wB97M-V/def2-TZVPD" homo_energy_ev="-10.0 / -9.3" homo_lumo_gap_ha="0.3335 / 0.2956"
C 1.324 0.455 0.081
N -2.138 -1.094 -0.068
N -1.278 -0.238 0.105
O -1.183 0.944 0.192
O 0.952 -0.754 -0.222
H 0.752 1.226 -0.594
H 2.370 0.601 -0.170
H 0.903 0.792 1.085
H -1.701 -1.933 -0.410

# 4
114
Properties=species:S:1:pos:R:3 method="wB97M-V/def2-TZVPD" homo_energy_ev=-8.8 homo_lumo_gap_ha=0.3204
C 7.254 -3.062 -0.046
C 7.180 -1.707 -0.965
O 8.105 -0.800 -0.881
O 6.042 -1.629 -1.874
C 5.667 -0.240 -2.132
C 4.267 -0.102 -2.994
C 2.986 -0.072 -1.994
C 1.639 -0.398 -2.894
C 0.515 -1.223 -2.029
C -0.839 -0.348 -1.745
C -1.737 -0.117 -3.078
N -1.400 -1.000 -4.239
O -0.248 0.951 -1.325
C 0.197 0.772 0.068
O 1.099 1.456 0.707
O -0.560 -0.385 0.579
C -1.670 -0.634 -0.379
C -2.771 0.442 0.135
C -4.235 0.306 -0.544
O -5.210 -0.427 -0.121
C -2.445 -2.056 -0.310
C -1.484 -3.361 -0.237
C -1.391 -4.213 -1.629
C -1.822 -5.795 -1.435
O -0.710 -6.662 -1.901
H 7.661 -2.776 1.006
H 6.190 -3.498 0.091
H 7.997 -3.832 -0.506
H 6.493 0.199 -2.841
H 5.564 0.393 -1.153
H 4.328 0.884 -3.617
H 4.226 -1.031 -3.693
H 3.097 -1.007 -1.290
H 2.903 0.921 -1.409
H 2.023 -1.096 -3.759
H 1.217 0.545 -3.419
H 0.304 -2.194 -2.651
H 1.020 -1.609 -1.043
H -2.883 -0.269 -2.874
H -1.628 1.001 -3.392
H -1.388 -2.005 -3.996
H -0.550 -0.698 -4.746
H -2.924 0.226 1.280
H -2.453 1.551 0.051
H -4.452 0.976 -1.482
H -3.111 -2.178 -1.267
H -3.129 -2.007 0.642
H -0.404 -3.091 0.115
H -1.927 -4.105 0.556
H -0.263 -4.178 -1.952
H -2.011 -3.692 -2.475
H -2.027 -6.071 -0.332
H -2.735 -6.082 -2.103
H -0.329 -6.205 -2.709
C -4.863 4.422 0.975
C -3.924 3.796 0.036
N -3.184 3.302 -0.702
H -5.563 5.085 0.463
H -5.456 3.676 1.510
H -4.341 5.021 1.727
C -2.350 5.749 4.905
C -3.562 6.251 4.245
N -4.515 6.645 3.725
H -2.525 4.783 5.388
H -1.530 5.613 4.194
H -1.997 6.438 5.678
C -2.994 8.607 1.493
C -3.181 8.618 0.037
N -3.329 8.627 -1.109
H -3.838 8.134 2.005
H -2.093 8.058 1.780
H -2.898 9.620 1.896
C 4.492 -0.863 2.628
C 5.444 -1.485 1.698
N 6.197 -1.978 0.964
H 3.795 -0.199 2.108
H 3.894 -1.612 3.155
H 5.003 -0.265 3.387
C -6.795 -3.028 1.672
C -5.459 -3.514 1.303
N -4.408 -3.894 1.014
H -7.451 -3.848 1.979
H -6.751 -2.319 2.503
H -7.283 -2.519 0.836
C -8.086 4.883 -2.264
C -7.756 4.330 -0.944
N -7.496 3.895 0.094
H -8.740 5.756 -2.183
H -7.189 5.199 -2.805
H -8.601 4.150 -2.891
C 8.183 0.264 5.093
C 7.391 -0.973 5.113
N 6.769 -1.946 5.130
H 9.255 0.055 5.038
H 7.930 0.890 4.232
H 8.015 0.865 5.991
C -2.297 1.295 6.074
C -3.236 2.095 6.871
N -3.975 2.724 7.497
H -1.297 1.288 6.517
H -2.622 0.254 5.991
H -2.198 1.685 5.056
C -3.891 -7.315 -5.056
C -3.767 -5.866 -5.258
N -3.670 -4.726 -5.416
H -4.645 -7.554 -4.301
H -4.182 -7.827 -5.978
H -2.947 -7.757 -4.724
C 11.441 -0.070 -1.238
C 12.781 -0.550 -1.601
N 13.834 -0.928 -1.888
H 10.786 -0.892 -0.936
H 11.479 0.637 -0.404
H 10.956 0.442 -2.073

# 5
7
Properties=species:S:1:pos:R:3 method="wB97M-V/def2-TZVPD" s2=0.7572 homo_energy_ev="-7.5 / -9.2" multiplicity=2 homo_lumo_gap_ha="0.1567 / 0.2213"
O 1.984 -0.514 -0.429
V 1.041 -1.624 0.057
O 0.383 -2.416 -1.132
O 0.285 1.731 -0.449
V -1.039 1.928 0.412
O -2.071 1.333 -0.605
I -0.583 -0.436 2.146

# 6
19
Properties=species:S:1:pos:R:3 method="wB97M-V/def2-TZVPD" homo_energy_ev=-8.8 homo_lumo_gap_ha=0.2945 smiles="CNCCCC(=S)S"
C 2.343 1.034 -0.542
N 1.314 0.635 0.196
C 0.675 -0.539 -0.551
C -0.380 -1.244 0.296
C -1.141 -0.269 1.023
C -1.924 0.737 0.207
S -1.651 2.423 0.099
S -3.223 -0.063 -0.643
H 2.060 1.794 -1.355
H 2.834 0.040 -0.842
H 3.119 1.483 0.307
H 0.453 1.421 0.122
H 0.303 -0.328 -1.617
H 1.583 -1.238 -0.756
H 0.123 -1.855 1.139
H -1.104 -1.892 -0.313
H -1.873 -0.825 1.673
H -0.246 -0.046 1.731
H -3.266 -1.269 -0.173

How do the records compare in max |F|? In the order shown, they have 2.36 2.86 4.02 11.73 4.84 8.98 eV Å⁻¹.